1.
A gas-phase ion, C10H10IO6P (charge -2), computed with the ωB97M-V functional and the def2-TZVPD basis.

Structure (XYZ):
```
28
C10H10IO6P, DFT the ωB97M-V functional and the def2-TZVPD basis
C -3.33766 1.35056 -0.32011
C -6.19275 1.64265 0.48496
H 5.13251 0.03606 -0.51647
H 5.08912 -1.95382 0.81064
O -5.22313 2.18088 2.64143
C 3.54824 -2.84287 -0.27001
C 4.87939 -2.11132 -0.25174
C -4.50258 1.22655 -1.33153
H 3.23289 -3.08767 -1.29430
C 4.49329 -0.77149 -0.87211
I 0.11412 0.92437 0.17502
C -5.83141 1.35246 -0.83345
H 5.73752 -2.62426 -0.69016
H 2.38162 -0.64619 -1.38584
O -2.15795 1.17249 -0.76636
H 3.47489 -3.69733 0.40030
P 2.55524 0.85835 0.57023
H -6.61204 1.21173 -1.57640
O -4.25325 1.01587 -2.52783
O -7.35477 1.75052 0.92700
O 2.66759 -1.84264 0.24064
H 3.36499 0.81372 2.57020
O 2.82361 0.19501 2.08135
C -3.66978 1.65484 0.98058
C -5.00919 1.85501 1.47197
H 4.54003 -0.80088 -1.96296
C 2.99461 -0.63170 -0.47982
H -2.88515 1.76914 1.72478
```

Results
* net charge: -2
* HOMO-LUMO gap: 4.41 eV
* max |F|: 0.82 eV/A
* E_LUMO: 4.19 eV
* relative energy (zero: lowest compared OMol25 entry of this formula, charge and spin): 18.5 kJ/mol
* HOMO: -0.0083 hartree

***

2.
2 unconnected molecules or ions with the total composition C10H10N2 in a non-equilibrium geometry, computed with the ωB97M-V functional and the def2-TZVPD basis.

Structure (XYZ):
```
22
C10H10N2, DFT the ωB97M-V functional and the def2-TZVPD basis
C 3.27605 0.49580 1.21060
H 3.57109 2.10426 -0.15358
H -1.36371 -1.63319 0.12888
H -0.84971 0.68300 0.14994
C -1.90975 0.44378 0.19250
C 3.40146 1.09696 -0.05842
C -3.53351 -1.38257 0.01453
H 3.19579 0.96488 -2.12720
H -2.94946 2.43910 -0.26099
H 3.14208 1.22268 2.06368
C 3.19875 0.43474 -1.17572
H -3.78333 -2.41901 -0.08910
H 2.52009 -1.24913 2.10255
C -2.19917 -0.92328 0.08134
C -3.05438 1.29660 0.01892
C 2.99781 -0.98102 -1.08261
N -4.58309 -0.66664 0.00370
C -4.30660 0.69387 0.01778
H -5.20476 1.24665 -0.36715
H 2.87754 -1.57499 -1.94713
N 2.68048 -1.48584 0.07664
C 2.87633 -0.80665 1.20083
```

Results
* HOMO-LUMO gap: 10.24 eV
* max |F|: 4.06 eV/A
* E_LUMO: 0.72 eV
* relative energy (zero: lowest compared OMol25 entry of this formula, charge and spin): 262.6 kJ/mol
* HOMO: -0.3498 hartree

***

3.
C10H10N2 in the gas phase in a non-equilibrium geometry, computed with the ωB97M-V functional and the def2-TZVPD basis.

Structure (XYZ):
```
22
C10H10N2, DFT the ωB97M-V functional and the def2-TZVPD basis
H 1.87794 -1.27331 -3.48456
C 1.32379 -1.04312 -1.41601
C 1.31587 -1.77995 -2.63530
H 1.13238 0.36619 4.71788
C 0.13143 0.46561 1.41929
H -0.71029 1.07470 3.45138
C 0.07455 0.55035 2.86270
C 1.14120 0.13797 3.59406
N 1.12942 -0.90488 -0.26405
H 2.64731 -2.03056 1.63270
H -2.80063 1.77938 0.43458
C 1.18421 -0.37731 0.94132
H -1.75962 0.32829 -1.30670
C 1.99061 -1.14182 1.89068
C -1.15004 0.99781 -0.77288
N 2.03915 -0.81911 3.14265
C -0.83498 0.91698 0.65244
H -1.63003 2.95264 0.29052
H -0.56044 1.61676 -1.55171
H 1.78762 -2.68223 -2.45902
C -1.81442 1.90691 0.33618
H 0.20805 -1.80306 -2.95849
```

Results
* HOMO-LUMO gap (spin up / spin down): 6.40 / 6.41 eV
* max |F|: 4.20 eV/A
* E_LUMO (spin up / spin down): -0.09 / -0.09 eV
* relative energy (zero: lowest compared OMol25 entry of this formula, charge and spin): 636.8 kJ/mol
* HOMO (spin up / spin down): -0.2387 / -0.2388 hartree

***

4.
C10H10N2 in the gas phase in a non-equilibrium geometry, computed with the ωB97M-V functional and the def2-TZVPD basis.

Structure (XYZ):
```
22
C10H10N2, DFT the ωB97M-V functional and the def2-TZVPD basis
C -0.74899 0.99091 0.95075
C -0.30334 -0.27989 1.29414
H -1.09133 0.25190 -1.67385
C 1.97758 0.97976 -0.08446
H 0.44471 -0.44440 2.06095
H 3.41804 -0.51185 0.15497
N 0.21143 -1.30998 -0.72291
C -0.09811 0.03666 -0.97656
H -2.08673 2.06009 -0.33063
H 2.64379 1.80822 0.16897
C -2.29528 -0.09786 -0.52630
C 2.28214 -0.42647 -0.05811
C 1.38395 -1.49454 -0.20975
C -1.75218 1.07438 -0.00391
H 0.28701 2.15388 -1.07606
C -0.85482 -1.40872 0.66445
H -0.53574 -2.36598 1.02347
C 0.66775 1.08423 -0.58633
N -1.85869 -1.32589 -0.20486
H -0.36947 1.87182 1.41754
H 1.80905 -2.57095 -0.04935
H -3.13077 -0.07533 -1.23216
```

Results
* HOMO-LUMO gap: 7.17 eV
* max |F|: 8.95 eV/A
* E_LUMO: -0.22 eV
* relative energy (zero: lowest compared OMol25 entry of this formula, charge and spin): 1012.9 kJ/mol
* HOMO: -0.2716 hartree

***

5.
A molecular structure, C10H10N2O in a non-equilibrium geometry, computed with the ωB97M-V functional and the def2-TZVPD basis.

Structure (XYZ):
```
23
C10H10N2O, DFT the ωB97M-V functional and the def2-TZVPD basis
C 0.27621 0.29356 -2.54021
C -0.57179 0.66219 1.67715
O 1.48499 -0.00002 -3.04769
C 0.89054 0.55740 2.12825
H 1.06516 1.04808 3.16101
N 0.48328 1.48954 -4.21690
H 1.60317 0.98155 1.38581
N -0.35093 1.22128 -3.19509
H 1.90901 -1.14584 3.02206
C -0.92686 -0.16065 0.49516
H 1.05869 -2.86718 1.45111
C 0.78385 -1.81512 1.30234
C 1.50666 0.73662 -4.18300
C 1.23947 -0.93443 2.19222
H -1.22248 0.24197 2.43101
H -2.63881 0.29621 -0.48289
C -0.02066 -0.35165 -0.61933
H 2.46812 0.73485 -4.75396
H -2.90091 0.10017 1.20216
H -0.90357 1.78184 1.70433
H -2.87046 -1.22662 0.22213
C 0.04484 -1.31594 0.27097
C -2.40752 -0.32783 0.39337
```

Results
* HOMO-LUMO gap: 9.00 eV
* max |F|: 4.79 eV/A
* E_LUMO: -0.02 eV
* relative energy (zero: lowest compared OMol25 entry of this formula, charge and spin): 775.9 kJ/mol
* HOMO: -0.3314 hartree

***

6.
2 unconnected molecules or ions with the total composition C10H10N2O2 in a non-equilibrium geometry, computed with the ωB97M-V functional and the def2-TZVPD basis.

Structure (XYZ):
```
24
C10H10N2O2, DFT the ωB97M-V functional and the def2-TZVPD basis
H -3.35706 1.95477 -0.65614
H 2.23278 1.28728 -1.63939
C 1.54662 1.50513 0.32906
C -0.66137 -0.13542 -0.51496
H -0.83147 -2.09511 0.31264
C -3.44006 -0.05377 -0.13289
H 1.37591 0.99493 2.31534
C -1.28210 -1.22757 0.03591
C -2.68225 -1.16027 0.24859
N 1.97769 0.79434 -0.83324
O 1.37231 2.68189 0.14680
O 3.07110 -0.97025 -1.92822
H -4.47075 -0.02134 -0.13402
C -2.77368 1.02168 -0.63004
H -3.14185 -2.02546 0.76158
H 2.52467 -2.37807 0.16911
C -1.43880 1.00336 -0.88748
C 1.99925 -0.70465 1.45382
H 0.40951 -0.18313 -0.73120
H 2.07820 -0.96665 2.65249
H -0.91010 1.88854 -1.20506
N 1.67378 0.62319 1.49271
C 2.23971 -1.28944 0.28036
C 2.48794 -0.54397 -0.90576
```

Results
* HOMO-LUMO gap: 9.52 eV
* max |F|: 4.57 eV/A
* E_LUMO: 0.27 eV
* relative energy (zero: lowest compared OMol25 entry of this formula, charge and spin): 244.2 kJ/mol
* HOMO: -0.3399 hartree

***

7.
2 unconnected molecules or ions with the total composition C10H10N2O2 in a non-equilibrium geometry, computed with the ωB97M-V functional and the def2-TZVPD basis.

Structure (XYZ):
```
24
C10H10N2O2, DFT the ωB97M-V functional and the def2-TZVPD basis
C 1.52538 -0.45766 1.67555
H -0.84346 -2.02155 0.08124
O 1.06596 -2.00988 -1.41381
H 0.95925 -2.29523 0.80141
H -3.67578 0.78926 1.74542
H 1.42648 -0.94037 2.67237
H -2.43220 -1.43130 1.90806
C -1.23321 -0.25026 -1.07126
H -3.34107 2.23324 -0.19330
C 1.14925 -1.06702 -0.65766
C -1.91012 0.92493 -1.16893
N 1.24345 0.27340 -0.87059
H 2.00550 1.49315 2.30857
O 2.27857 2.31316 -0.34666
C -2.78481 1.29149 -0.17477
H -0.54154 -0.47034 -1.85864
H -1.73249 1.56648 -2.07158
C 1.86309 1.21139 0.01767
C 1.78671 0.81757 1.41245
H 1.57254 0.42289 -1.81761
N 1.32474 -1.39634 0.66399
C -1.40908 -1.09084 0.02235
C -2.99914 0.43781 0.92356
C -2.34321 -0.80272 1.01338
```

Results
* HOMO-LUMO gap: 9.63 eV
* max |F|: 3.39 eV/A
* E_LUMO: 0.44 eV
* relative energy (zero: lowest compared OMol25 entry of this formula, charge and spin): 161.8 kJ/mol
* HOMO: -0.3380 hartree

***

8.
C10H10N2O3 in the gas phase in a non-equilibrium geometry, computed with the ωB97M-V functional and the def2-TZVPD basis.

Structure (XYZ):
```
25
C10H10N2O3, DFT the ωB97M-V functional and the def2-TZVPD basis
C 1.07532 -2.24637 0.13912
C -1.28004 1.76623 -1.26074
H -0.10991 -4.09898 -0.34213
H -1.83144 1.16963 1.69124
O 3.55383 -1.21750 -0.20583
H -1.50964 2.83447 1.13653
C -1.43025 -1.15568 -0.16942
H -0.99385 1.09848 -2.06278
C -0.44198 1.21408 0.03401
C 0.85065 -0.85370 0.07604
C -0.39285 -0.26516 0.08507
H 2.04265 -2.54847 0.12056
H -1.14315 2.85371 -1.46176
H -2.40420 1.54890 -0.89341
C -0.02564 -3.04330 -0.00787
O 1.52935 2.73545 -0.11224
C -1.31756 -2.50790 -0.24518
H -2.44162 -0.82154 -0.16714
H -2.22295 -3.01371 -0.29374
C 0.83983 1.84481 -0.03313
O 3.83254 0.95439 0.10001
N 1.89667 0.09890 0.33633
N 3.17283 -0.06871 0.02008
C -1.00806 1.80879 1.39179
H -0.24054 1.91321 2.12461
```

Results
* HOMO-LUMO gap: 8.80 eV
* max |F|: 4.06 eV/A
* E_LUMO: 0.27 eV
* relative energy (zero: lowest compared OMol25 entry of this formula, charge and spin): 572.9 kJ/mol
* HOMO: -0.3132 hartree

***

9.
C10H10N2O3S in the gas phase in a non-equilibrium geometry, computed with the ωB97M-V functional and the def2-TZVPD basis.

Structure (XYZ):
```
26
C10H10N2O3S, DFT the ωB97M-V functional and the def2-TZVPD basis
C 2.50679 -0.39949 -1.73489
C -2.07388 1.18924 1.17612
C -0.48502 0.89612 1.02325
H 1.45383 2.10845 1.26140
O -3.77292 2.10787 2.57386
H 3.61681 -2.89274 0.13685
C -2.46293 2.05071 2.20452
C 2.33345 -1.07741 0.32672
H 2.20318 1.36879 -2.97406
H -2.77001 0.51701 0.70384
H -0.10716 0.90380 0.00467
H -3.92546 2.91298 3.10606
H 2.03072 -1.86607 2.29008
H 2.14579 -0.19091 2.16811
C 2.07136 0.28342 -3.02617
C 3.13355 -1.96788 -0.29652
O -1.69941 3.60123 3.77914
N 1.95044 -0.12484 -0.60287
N -0.05393 2.92653 2.39800
C 1.70021 -1.06010 1.66559
S -0.15367 -0.76601 1.73201
O 3.33389 -1.50361 -1.58518
C -1.38299 2.90617 2.81324
H 2.70423 -0.14405 -3.81410
H 1.05557 0.03278 -3.20752
C 0.40619 1.94664 1.63649
```

Results
* HOMO-LUMO gap: 8.67 eV
* max |F|: 3.88 eV/A
* E_LUMO: -0.40 eV
* relative energy (zero: lowest compared OMol25 entry of this formula, charge and spin): 357.0 kJ/mol
* HOMO: -0.3332 hartree